(1)
A structure of composition C18H33AgN6O3SSi, computed with ωB97M-V/def2-TZVPD.

Atoms and positions in Å:
1 Ag 0.388 -0.709 -0.833
2 N -1.001 -2.981 -2.650
3 C 0.099 -3.529 -3.445
4 C 1.429 -2.750 -3.530
5 O 2.185 -3.071 -4.486
6 N 1.631 -1.846 -2.597
7 C 2.823 -1.038 -2.771
8 C 2.585 0.414 -2.336
9 O 3.553 1.109 -1.976
10 O 1.373 0.796 -2.424
11 H -1.090 -1.996 -2.878
12 H -0.738 -2.999 -1.669
13 H 0.322 -4.533 -3.068
14 H -0.259 -3.652 -4.472
15 H 3.679 -1.430 -2.207
16 H 3.116 -1.020 -3.829
17 C -1.939 1.967 1.600
18 C -2.134 0.487 1.758
19 C -3.156 0.026 2.581
20 C -3.325 -1.354 2.708
21 C -2.456 -2.200 2.075
22 C -1.387 -1.672 1.286
23 N -1.306 -0.323 1.098
24 N -0.443 -2.411 0.709
25 Si 0.019 -3.993 1.086
26 C -1.183 -5.406 0.614
27 C 0.223 -4.272 2.972
28 C 1.670 -4.348 0.249
29 H -2.495 2.513 2.365
30 H -2.278 2.288 0.614
31 H -0.882 2.210 1.663
32 H -3.810 0.724 3.088
33 H -4.142 -1.748 3.306
34 H -2.553 -3.274 2.162
35 H -2.133 -5.306 1.146
36 H -0.766 -6.384 0.867
37 H -1.405 -5.397 -0.456
38 H -0.750 -4.236 3.467
39 H 0.844 -3.491 3.419
40 H 0.678 -5.240 3.199
41 H 1.526 -4.540 -0.816
42 H 2.175 -5.213 0.688
43 H 2.332 -3.484 0.324
44 C -1.427 4.780 -1.651
45 N -0.439 5.045 -0.627
46 C 0.215 6.326 -0.823
47 C 0.349 3.951 -0.226
48 S 0.284 2.460 -0.895
49 N 1.302 4.317 0.756
50 C 0.738 4.853 1.987
51 C 2.322 3.312 1.026
52 H -2.141 5.609 -1.676
53 H -1.935 3.848 -1.421
54 H -0.970 4.668 -2.643
55 H 0.612 6.423 -1.845
56 H 1.040 6.438 -0.126
57 H -0.512 7.128 -0.661
58 H -0.186 5.386 1.772
59 H 1.451 5.539 2.454
60 H 0.515 4.050 2.704
61 H 2.747 2.948 0.091
62 H 1.916 2.448 1.568
63 H 3.102 3.780 1.636

The value obtained for the energy above the lowest of the compared OMol25 structures with the same formula, charge and spin is 0.5630 eV. The total energy is -56999.0623 eV. The value obtained for the HOMO-LUMO gap is 5.717 eV. Its total charge is -2. Its maximum force is 0.8 eV/A.

(2)
A structure of composition C4H6N2O2, computed with ωB97M-V/def2-TZVPD.

Atoms and positions in Å:
1 C -0.487 -1.924 0.163
2 N 0.928 1.387 0.840
3 C 0.997 0.316 -0.012
4 C -1.009 0.640 -0.155
5 C -0.249 -0.471 -0.029
6 O 2.053 -0.021 -0.743
7 O -2.329 0.798 -0.296
8 N -0.174 1.772 -0.202
9 H 2.775 0.618 -0.643
10 H -2.505 1.750 -0.253
11 H 1.682 2.064 0.701
12 H -0.163 -2.271 1.150
13 H -1.554 -2.135 0.069
14 H 0.035 -2.524 -0.589

The value obtained for the energy above the lowest of the compared OMol25 structures with the same formula, charge and spin is 4.8026 eV. The total energy is -11316.2393 eV. The value obtained for the HOMO-LUMO gap is 7.654 eV. Its maximum force is 0.8 eV/A.